Entry 1:
28
Properties=species:S:1:pos:R:3 method="wB97M-V/def2-TZVPD" e_lumo_ev="3.3 / 3.3" homo_ev="-4.6 / -5.1" homo_lumo_gap_ev="7.86 / 8.31" total_charge=-1 largest_force_ev_per_a=3.98
C -2.08723 -3.29594 0.56086
C -0.30961 -0.76881 -1.64207
C 1.95670 1.73511 1.04996
C -1.02818 -2.82205 -0.35781
C -1.46031 -1.59518 -1.11442
C 0.48234 2.13972 1.02320
N -1.64286 2.08480 -0.70339
N -0.40561 1.40619 1.83807
N -2.26852 1.89210 0.25735
O -0.18241 -0.03303 1.62559
O -2.36550 -4.46568 0.70511
O 0.49663 -0.41301 -0.77484
O -2.38253 1.38829 -3.19391
O -2.46182 -0.63264 -4.56126
O -0.26627 -0.25687 -2.83653
S -1.63538 0.45965 -4.06559
H -2.45776 -2.45716 1.19632
H 2.17939 0.69548 0.52130
H 2.42630 2.63217 0.46220
H 2.42617 1.79258 2.03938
H -0.25867 -2.54119 0.24369
H -0.52429 -3.52928 -1.12253
H -2.32020 -1.06087 -0.54860
H -2.13257 -2.01498 -1.91614
H 0.38160 3.23703 1.31145
H 0.16657 2.16175 -0.13468
H -2.08236 1.92212 -1.56710
H 0.17419 -0.19516 0.64946



Entry 2:
9
Properties=species:S:1:pos:R:3 method="wB97M-V/def2-TZVPD" e_lumo_ev="-0.5 / -0.2" relative_energy_kcal_mol=132.4 homo_ev="-9.6 / -8.5" homo_lumo_gap_ev="9.07 / 8.39" total_charge=0 largest_force_ev_per_a=2.95
C 0.87458 -0.22385 0.06900
C 0.02712 -1.22717 -0.00857
C -0.65424 1.19756 -0.03630
N 0.63631 1.05181 -0.16049
P -1.62857 -0.33029 0.12159
H 3.14379 -0.26767 -1.69902
H 0.33967 -2.20337 0.16101
H -1.20299 2.14689 0.04826
H -1.53568 -0.14391 1.50453



Entry 3:
14
Properties=species:S:1:pos:R:3 method="wB97M-V/def2-TZVPD" e_lumo_ev="-2.1 / -2.1" relative_energy_kcal_mol=140.4 homo_ev="-8.0 / -8.0" homo_lumo_gap_ev="5.89 / 5.90" total_charge=0 largest_force_ev_per_a=5.30
C -0.57480 1.09611 -1.84662
C 1.64738 -1.14320 1.00328
N -0.26150 -0.00626 -0.97700
O -2.00142 -1.02753 2.02196
P 0.27018 0.28842 0.56477
S 1.00530 2.06258 0.86416
H 0.31605 1.77282 -2.02452
H -1.00979 0.74979 -2.75952
H -1.22697 1.71440 -1.40167
H 1.95100 -0.93720 1.96890
H 1.17930 -2.11157 0.79815
H 2.31884 -0.89210 0.30065
H -0.75752 -0.88669 -1.03707
H -2.85603 -0.67959 2.52453



Entry 4:
31
Properties=species:S:1:pos:R:3 method="wB97M-V/def2-TZVPD" e_lumo_ev=0.4 relative_energy_kcal_mol=122.2 homo_ev=-9.0 homo_lumo_gap_ev=9.39 total_charge=0 smiles="NC(=O)CC[C@H](NC(=O)[C@@H](N)CS)C(=O)O" largest_force_ev_per_a=7.06
N -4.95294 -0.53138 0.08271
C -3.64456 -0.54201 0.58506
O -3.30824 -0.15228 1.73653
C -2.70946 -1.17375 -0.46061
C -1.29064 -1.02100 -0.12374
C -0.71364 0.29853 -0.86672
N 0.73880 0.38659 -0.72360
C 1.48407 0.18099 0.42712
O 0.91496 -0.19944 1.51758
C 3.09047 0.26674 0.30672
N 3.56466 0.76551 1.63160
C 3.77465 -0.85477 -0.21797
S 5.58539 -0.16653 -0.14066
C -1.18970 1.70978 -0.38840
O -0.34768 2.60547 0.01881
O -2.66561 1.68443 -0.33907
H -5.66984 -0.50257 0.83231
H -5.02790 -1.09419 -0.86398
H -2.80995 -0.53158 -1.44569
H -2.95289 -2.29600 -0.73663
H -0.55240 -1.65507 -0.50141
H -1.27375 -0.96474 0.91184
H -0.90384 0.22956 -1.96077
H 1.19253 1.37541 -1.10234
H 3.25181 1.24614 -0.16039
H 2.96556 0.18027 2.30475
H 3.29404 1.86636 1.60948
H 3.44161 -1.21070 -1.20643
H 3.54755 -1.69531 0.28935
H 5.97541 -0.68315 -1.32986
H -2.80851 2.47870 0.31442



Entry 5:
9
Properties=species:S:1:pos:R:3 method="wB97M-V/def2-TZVPD" e_lumo_ev=-0.3 relative_energy_kcal_mol=40.4 homo_ev=-9.0 homo_lumo_gap_ev=8.69 total_charge=0 smiles="S=C[C@H]1CO1" largest_force_ev_per_a=1.52
S 2.07342 1.70051 0.19266
C 0.70154 1.00255 0.50792
C -0.07982 0.23334 -0.50256
C -0.50780 -1.08644 -0.10053
O -1.43079 0.00992 -0.13117
H 0.25453 0.95619 1.50033
H 0.08050 0.44213 -1.55869
H -0.29637 -1.41606 0.91072
H -0.79521 -1.84213 -0.81867



Entry 6:
13
Properties=species:S:1:pos:R:3 method="wB97M-V/def2-TZVPD" e_lumo_ev=0.2 relative_energy_kcal_mol=44.9 homo_ev=-9.4 homo_lumo_gap_ev=9.60 total_charge=0 smiles=CCO.SS largest_force_ev_per_a=7.10
C 0.03725 -0.03043 -1.75176
C -0.09939 -1.12783 -0.74222
O 1.05264 -1.22236 0.10824
H 0.05714 -0.33920 -2.85699
H -0.83301 0.54808 -1.75995
H 0.84401 0.65213 -1.38194
H -0.03679 -2.08388 -1.22645
H -0.89183 -0.91297 -0.01624
H 1.44306 -0.44415 0.41121
S 0.20575 1.98142 1.96974
S -1.13059 0.92626 3.13165
H -0.26588 2.27262 0.92345
H -0.38236 -0.21970 3.19125